# 1
This record from the OMol25 dataset describes 2 unconnected molecules or ions with the total composition C4H11O3 in a non-equilibrium geometry. The level of theory is ωB97M-V with the def2-TZVPD basis set.

Each line ends with the Löwdin charge.
Cartesian coordinates (Å):
C1 0.121 -1.593 -0.046  -0.22
C2 0.009 -0.535 1.084  -0.21
C3 0.831 0.736 0.774  -0.46
O1 0.237 1.506 -0.170  -0.32
C4 -0.529 -1.123 -1.316  -0.26
O2 -0.326 -2.146 -2.336  -0.12
H1 1.182 -1.789 -0.179  0.10
H2 -0.350 -2.501 0.347  0.10
H3 0.284 -1.062 2.011  0.09
H4 -1.038 -0.224 1.177  0.10
H5 0.887 1.238 1.766  0.08
H6 1.853 0.443 0.480  0.09
H7 -0.077 -0.194 -1.636  0.10
H8 -1.608 -1.010 -1.163  0.12
H9 -0.757 -1.880 -3.150  0.06
H10 -0.330 2.861 0.185  -0.02
H11 0.147 3.554 1.420  -0.02
O3 -0.534 3.720 0.754  -0.21

The net charge is -1. The HOMO energy is -3.32 eV. The frontier orbital gap is 0.2547 Ha. The value obtained for the energy relative to the best compared isomer or geometry (same formula, charge and spin) is 0.762 eV.

# 2
This record from the OMol25 dataset describes 11 unconnected molecules or ions with the total composition C41H113N9O12 in a non-equilibrium geometry. The level of theory is ωB97M-V with the def2-TZVPD basis set.

Each line ends with the Löwdin charge.
Cartesian coordinates (Å):
C1 -1.668 5.319 2.177  -0.12
O1 -0.677 6.275 2.452  -0.18
C2 0.129 6.709 1.379  -0.20
C3 0.825 5.602 0.590  -0.43
C4 1.689 4.669 1.466  -0.04
N1 1.709 6.165 -0.449  0.03
H1 -1.250 4.307 2.154  0.07
H2 -2.218 5.522 1.256  0.07
H3 -2.417 5.303 2.969  0.08
H4 -0.559 7.264 0.727  0.12
H5 0.883 7.431 1.691  0.13
H6 0.066 5.019 0.051  0.12
H7 1.084 4.065 2.144  0.06
H8 2.331 5.274 2.109  0.08
H9 2.312 4.015 0.856  0.07
H10 1.966 5.340 -1.025  0.03
H11 1.122 6.622 -1.149  0.08
C5 3.116 0.014 -4.182  -0.10
O2 4.134 0.184 -5.146  -0.19
C6 4.589 1.504 -5.311  -0.24
C7 5.857 1.582 -6.129  -0.42
C8 6.992 0.931 -5.341  -0.06
N2 6.155 2.990 -6.362  0.04
H12 2.263 0.587 -4.557  0.09
H13 3.470 0.370 -3.209  0.07
H14 2.867 -1.039 -4.068  0.08
H15 3.806 2.106 -5.789  0.12
H16 4.769 1.897 -4.299  0.11
H17 5.641 0.989 -7.021  0.15
H18 6.857 -0.140 -5.523  0.08
H19 6.848 1.117 -4.276  0.07
H20 8.010 1.171 -5.640  0.08
H21 6.584 3.157 -7.264  0.08
H22 6.851 3.354 -5.723  0.07
C9 -0.812 -5.256 -1.987  -0.11
O3 -1.659 -5.521 -3.077  -0.17
C10 -3.033 -5.657 -2.746  -0.21
C11 -3.722 -6.230 -3.961  -0.43
C12 -3.899 -5.232 -5.100  -0.07
N3 -5.084 -6.656 -3.587  0.01
H23 -1.011 -5.894 -1.117  0.09
H24 -0.946 -4.221 -1.660  0.06
H25 0.224 -5.463 -2.252  0.08
H26 -3.154 -6.295 -1.863  0.12
H27 -3.494 -4.708 -2.452  0.12
H28 -3.240 -7.129 -4.355  0.14
H29 -4.449 -4.339 -4.795  0.08
H30 -4.515 -5.613 -5.917  0.07
H31 -2.926 -4.939 -5.498  0.08
H32 -5.113 -7.299 -2.798  0.07
H33 -5.493 -7.247 -4.305  0.07
C13 -6.874 2.254 5.926  -0.10
O4 -5.827 2.318 4.981  -0.20
C14 -4.530 2.390 5.555  -0.21
C15 -3.532 2.620 4.411  -0.41
C16 -3.580 1.436 3.417  -0.03
N4 -2.167 2.740 4.934  0.05
H34 -7.805 1.955 5.449  0.09
H35 -7.057 3.240 6.367  0.09
H36 -6.588 1.555 6.717  0.09
H37 -4.452 3.270 6.204  0.13
H38 -4.320 1.488 6.140  0.12
H39 -3.855 3.556 3.955  0.12
H40 -3.005 0.641 3.892  0.06
H41 -3.195 1.743 2.443  0.05
H42 -4.571 1.054 3.167  0.08
H43 -2.032 2.078 5.696  0.06
H44 -2.105 3.629 5.427  0.08
C17 5.500 -0.697 -1.168  -0.10
O5 4.646 -1.829 -1.243  -0.20
C18 5.164 -2.772 -2.168  -0.21
C19 4.167 -3.908 -2.383  -0.43
C20 3.865 -4.741 -1.145  -0.05
N5 4.806 -4.807 -3.373  0.03
H45 6.547 -0.977 -1.040  0.09
H46 5.229 -0.209 -0.227  0.09
H47 5.276 0.009 -1.971  0.07
H48 5.278 -2.244 -3.124  0.12
H49 6.122 -3.216 -1.885  0.13
H50 3.207 -3.553 -2.774  0.12
H51 2.925 -5.291 -1.182  0.07
H52 3.828 -4.114 -0.248  0.05
H53 4.672 -5.431 -0.885  0.09
H54 4.227 -5.628 -3.516  0.07
H55 4.767 -4.320 -4.266  0.07
C21 -0.471 -0.830 4.814  -0.11
O6 -1.287 -1.941 4.462  -0.20
C22 -2.227 -2.221 5.488  -0.22
C23 -3.414 -3.106 5.049  -0.42
C24 -4.226 -2.243 4.052  -0.05
N6 -4.185 -3.487 6.200  0.03
H56 -1.032 0.080 5.035  0.07
H57 0.275 -0.616 4.050  0.07
H58 0.099 -1.160 5.691  0.09
H59 -1.642 -2.797 6.223  0.12
H60 -2.543 -1.325 6.034  0.12
H61 -3.070 -4.010 4.548  0.14
H62 -3.584 -1.916 3.237  0.06
H63 -4.644 -1.399 4.606  0.07
H64 -5.076 -2.804 3.658  0.08
H65 -4.534 -2.702 6.741  0.07
H66 -3.747 -4.062 6.909  0.07
C25 1.529 2.868 -2.022  -0.11
O7 2.065 4.137 -2.244  -0.23
C26 3.233 4.149 -3.069  -0.18
C27 3.585 5.578 -3.480  -0.40
C28 4.562 5.604 -4.644  -0.08
N7 4.310 6.280 -2.383  0.04
H67 0.585 2.871 -1.478  0.07
H68 2.201 2.167 -1.510  0.10
H69 1.306 2.333 -2.956  0.08
H70 4.014 3.566 -2.571  0.13
H71 2.999 3.595 -3.988  0.11
H72 2.689 6.167 -3.682  0.14
H73 5.524 5.129 -4.433  0.06
H74 4.840 6.620 -4.917  0.08
H75 4.176 5.060 -5.508  0.07
H76 5.095 5.672 -2.166  0.07
H77 3.712 6.258 -1.557  0.03
C29 0.435 -3.724 1.290  -0.07
O8 1.151 -2.707 1.960  -0.24
C30 2.569 -2.760 1.909  -0.20
C31 3.152 -2.084 3.128  -0.45
C32 4.628 -2.413 3.298  -0.06
N8 2.462 -2.397 4.388  0.05
H78 -0.620 -3.697 1.551  0.08
H79 0.923 -4.691 1.446  0.09
H80 0.540 -3.481 0.223  0.08
H81 2.883 -3.813 1.931  0.12
H82 2.907 -2.266 0.993  0.12
H83 3.003 -1.008 2.965  0.14
H84 4.994 -1.988 4.233  0.08
H85 5.256 -2.073 2.475  0.07
H86 4.764 -3.493 3.412  0.08
H87 1.466 -2.422 4.164  0.04
H88 2.597 -3.415 4.442  0.08
C33 0.721 -1.435 -1.922  -0.10
O9 0.415 -0.851 -0.685  -0.17
C34 -0.791 -0.120 -0.695  -0.19
C35 -1.132 0.258 0.748  -0.39
C36 -0.083 1.256 1.311  -0.03
N9 -1.254 -0.908 1.604  0.08
H89 0.733 -0.761 -2.784  0.08
H90 0.134 -2.333 -2.137  0.08
H91 1.733 -1.850 -1.869  0.07
H92 -0.631 0.750 -1.346  0.11
H93 -1.616 -0.694 -1.137  0.13
H94 -2.120 0.722 0.685  0.11
H95 0.204 1.922 0.497  0.05
H96 0.775 0.798 1.799  0.08
H97 -0.610 1.852 2.063  0.06
H98 -0.322 -1.316 1.724  0.06
H99 -1.388 -0.536 2.541  0.05
C37 -5.210 3.671 -1.208  -0.06
C38 -4.365 3.360 0.031  -0.46
C39 -2.872 3.339 -0.318  -0.06
O10 -4.681 4.368 1.006  -0.05
H100 -6.246 3.430 -0.963  0.08
H101 -4.977 3.041 -2.070  0.07
H102 -5.122 4.705 -1.535  0.08
H103 -4.651 2.396 0.454  0.13
H104 -2.775 2.595 -1.115  0.08
H105 -2.261 2.938 0.492  0.04
H106 -2.433 4.278 -0.650  0.08
H107 -5.165 3.925 1.709  0.08
O11 -2.808 -3.016 0.554  -0.12
C40 -4.178 -2.823 0.206  -0.26
C41 -4.883 -4.150 0.226  -0.27
O12 -6.249 -4.049 -0.086  -0.05
H108 -2.378 -2.159 0.771  0.02
H109 -4.646 -2.134 0.915  0.11
H110 -4.198 -2.369 -0.792  0.11
H111 -4.769 -4.533 1.244  0.12
H112 -4.317 -4.852 -0.393  0.10
H113 -6.356 -4.005 -1.042  0.09

The net charge is 0. Its structure (SMILES) is COC[C@H](C)N.COC[C@H](C)N.COC[C@H](C)N.COC[C@H](C)N.COC[C@H](C)N.COC[C@H](C)N.COC[C@H](C)N.COC[C@H](C)N.COC[C@H](C)N.CC(C)O.OCCO. The HOMO energy is -9.02 eV. The frontier orbital gap is 0.3491 Ha.

# 3
This record from the OMol25 dataset describes 2 unconnected molecules or ions with the total composition C3H4O3 in a non-equilibrium geometry. The level of theory is ωB97M-V with the def2-TZVPD basis set.

Each line ends with the Löwdin charge.
Cartesian coordinates (Å):
C1 -1.433 -0.644 0.052  -0.01
C2 1.577 -0.612 0.080  -0.34
C3 0.561 0.346 -0.268  -0.17
O1 2.777 -0.390 0.021  0.03
O2 -2.447 0.061 -0.275  0.02
O3 0.567 1.563 0.129  0.03
H1 -1.404 -1.600 -0.572  0.07
H2 0.917 -1.503 0.111  0.09
H3 -2.337 0.990 -0.165  0.10
H4 1.222 1.790 0.887  0.18

The net charge is 0. The HOMO energy (spin up / spin down) is -8.06 / -8.04 eV. The frontier orbital gap (spin up / spin down) is 0.2698 / 0.2739 Ha. The value obtained for the energy relative to the best compared isomer or geometry (same formula, charge and spin) is 6.997 eV.

# 4
This record from the OMol25 dataset describes a single C5H12N2 molecule in a non-equilibrium geometry. The level of theory is ωB97M-V with the def2-TZVPD basis set.

Each line ends with the Löwdin charge.
Cartesian coordinates (Å):
C1 1.791 0.499 0.793  -0.13
C2 0.993 1.209 -0.367  -0.20
C3 -0.653 0.916 -0.419  -0.20
C4 -1.027 -0.467 -0.730  -0.45
C5 -0.885 -1.244 0.547  -0.33
N1 -1.141 -0.477 1.682  0.12
N2 -0.032 -0.863 -1.777  0.16
H1 2.775 0.889 0.645  0.04
H2 1.936 -0.597 0.806  0.06
H3 1.449 0.810 1.813  0.07
H4 1.464 0.787 -1.251  0.06
H5 1.129 2.354 -0.484  0.12
H6 -1.114 1.290 0.490  0.09
H7 -0.906 1.436 -1.424  0.13
H8 0.179 -1.535 0.452  0.11
H9 -1.359 -2.220 0.376  0.12
H10 -2.080 -0.688 2.118  0.08
H11 -2.079 -0.451 -1.144  0.17
H12 -0.440 -1.652 -2.128  -0.01

The net charge is 0. The HOMO energy is -8.19 eV. The frontier orbital gap is 0.1995 Ha. The value obtained for the energy relative to the best compared isomer or geometry (same formula, charge and spin) is 7.601 eV.

# 5
This record from the OMol25 dataset describes 2 unconnected molecules or ions with the total composition C9H23NO3PS. The level of theory is ωB97M-V with the def2-TZVPD basis set.

Each line ends with the Löwdin charge.
Cartesian coordinates (Å):
C1 -3.367 -0.773 -0.112  -0.11
C2 -2.622 -2.078 0.174  -0.24
C3 -1.674 -2.583 -0.934  -0.18
C4 -1.165 -1.535 -1.910  -0.31
O1 -0.429 -0.560 -1.208  -0.41
P1 -0.219 0.939 -1.964  0.58
S1 -0.153 2.861 -3.196  0.30
C5 1.142 1.439 -0.893  -0.24
C6 1.689 0.324 -0.014  -0.55
O2 2.592 -0.359 -0.458  0.04
N1 1.167 0.129 1.229  -0.13
C7 0.111 0.955 1.775  -0.05
C8 1.104 -1.248 1.683  -0.04
H1 -2.734 0.100 0.060  0.04
H2 -3.724 -0.724 -1.145  0.07
H3 -4.241 -0.688 0.539  0.07
H4 -3.359 -2.862 0.376  0.10
H5 -2.052 -1.965 1.101  0.08
H6 -2.162 -3.373 -1.517  0.11
H7 -0.791 -3.039 -0.475  0.11
H8 -0.516 -2.027 -2.650  0.12
H9 -2.001 -1.082 -2.466  0.10
H10 0.074 0.342 -3.196  0.02
H11 -1.527 1.301 -1.626  0.01
H12 -0.953 3.604 -2.419  -0.24
H13 0.809 2.343 -0.383  0.08
H14 1.955 1.744 -1.554  0.09
H15 0.221 1.984 1.446  0.08
H16 -0.889 0.569 1.520  0.07
H17 0.221 0.980 2.860  0.10
H18 0.095 -1.651 1.513  0.07
H19 1.340 -1.312 2.748  0.09
H20 1.833 -1.828 1.124  0.09
C9 4.035 2.021 2.007  -0.52
O3 3.210 2.673 2.853  -0.46
H21 5.013 1.664 2.442  0.02
H22 3.595 1.095 1.563  0.01
H23 4.368 2.622 1.108  0.03

The net charge is -1. The HOMO energy is -1.97 eV. The frontier orbital gap is 0.1664 Ha.

# 6
This record from the OMol25 dataset describes 7 unconnected molecules or ions with the total composition C7H21N7O14 in a non-equilibrium geometry. The level of theory is ωB97M-V with the def2-TZVPD basis set.

Each line ends with the Löwdin charge.
Cartesian coordinates (Å):
C1 8.050 0.969 2.513  0.06
N1 6.534 1.111 2.351  -0.46
O1 5.775 0.407 2.998  0.05
O2 6.144 1.888 1.526  0.06
H1 8.624 1.782 2.071  0.10
H2 8.124 -0.060 2.159  0.10
H3 8.172 0.937 3.596  0.09
C2 3.861 3.324 -7.426  0.03
N2 3.039 2.129 -7.241  -0.41
O3 2.232 2.041 -6.302  0.05
O4 3.276 1.141 -8.004  0.02
H4 3.336 4.028 -6.780  0.10
H5 3.787 3.457 -8.505  0.11
H6 4.897 3.236 -7.097  0.11
C3 0.320 -0.072 -0.960  0.04
N3 -0.519 -0.782 0.037  -0.44
O5 -0.476 -1.993 0.114  0.06
O6 -1.298 -0.085 0.704  0.04
H7 1.407 -0.158 -0.951  0.10
H8 0.078 0.991 -0.962  0.09
H9 -0.081 -0.468 -1.893  0.10
C4 -3.740 -5.451 3.030  0.03
N4 -3.045 -6.749 3.060  -0.42
O7 -2.392 -6.962 4.112  0.03
O8 -3.134 -7.518 2.094  0.06
H10 -2.974 -4.787 3.429  0.10
H11 -4.630 -5.483 3.658  0.11
H12 -3.938 -5.062 2.031  0.10
C5 -7.078 0.721 -2.810  0.03
N5 -6.186 1.859 -3.057  -0.43
O9 -4.963 1.661 -3.254  0.03
O10 -6.752 2.937 -3.142  0.06
H13 -6.866 0.055 -3.646  0.10
H14 -8.101 1.095 -2.763  0.10
H15 -6.787 0.223 -1.886  0.10
C6 -3.230 6.146 0.258  0.01
N6 -4.493 6.879 0.253  -0.44
O11 -4.550 7.758 -0.611  0.06
O12 -5.269 6.692 1.185  0.06
H16 -3.504 5.098 0.129  0.10
H17 -2.597 6.312 1.129  0.10
H18 -2.594 6.429 -0.581  0.09
C7 2.767 -5.191 4.558  0.01
N7 3.567 -5.043 5.759  -0.42
O13 3.206 -5.645 6.782  0.06
O14 4.600 -4.369 5.605  0.05
H19 1.841 -4.676 4.812  0.10
H20 2.562 -6.203 4.210  0.11
H21 2.999 -4.547 3.709  0.10

The net charge is 0. Its structure (SMILES) is C[N+](=O)[O-].C[N+](=O)[O-].C[N+](=O)[O-].C[N+](=O)[O-].C[N+](=O)[O-].C[N+](=O)[O-].C[N+](=O)[O-]. The HOMO energy is -11.10 eV. The frontier orbital gap is 0.3938 Ha. The value obtained for the energy relative to the best compared isomer or geometry (same formula, charge and spin) is 2.615 eV.